Record 1
57
Properties=species:S:1:pos:R:3:mulliken_spin:R:1 method="wB97M-V/def2-TZVPD" orbital_gap_ev="6.9 / 7.0" spin_multiplicity=6 e_lumo_ev="2.292 / 2.290" s2=8.754 homo_energy_ev="-4.62 / -4.69" charge=-1
Mn 0.22015 0.24903 0.90199 4.75
O -0.63731 1.14295 2.55163 0.06
C -1.64005 0.82533 3.30231 0.02
C -2.11527 1.76863 4.25062 0.01
C -3.17117 1.49913 5.08749 0.00
C -3.82814 0.26501 5.03351 0.00
C -3.39273 -0.66930 4.12124 0.00
C -2.31859 -0.43255 3.24931 0.00
C -1.98191 -1.49656 2.32766 0.00
N -1.05380 -1.45767 1.44938 0.02
N -0.94573 -2.57437 0.63818 -0.02
C -0.01713 -2.39750 -0.27044 0.01
O 0.70305 -1.34850 -0.41812 0.04
C 0.18389 -3.50693 -1.24631 0.00
C -0.49872 -4.71609 -1.12883 0.00
C -0.30434 -5.72195 -2.06261 0.00
C 0.56898 -5.53096 -3.12701 0.00
C 1.24854 -4.32786 -3.24810 0.00
C 1.05898 -3.32151 -2.31063 0.00
H -1.60009 2.72071 4.28786 0.00
H -3.49470 2.25393 5.79605 0.00
H -4.66004 0.05012 5.69236 0.00
H -3.88967 -1.63313 4.05816 0.00
H -2.58962 -2.40564 2.37305 0.01
H -1.17856 -4.84589 -0.29786 0.00
H -0.83691 -6.66013 -1.96274 0.00
H 0.71803 -6.31766 -3.85694 0.00
H 1.92938 -4.17098 -4.07590 0.00
H 1.57978 -2.37622 -2.38916 0.00
C 0.22274 2.05877 -4.08176 0.00
Se 0.53015 0.61955 -2.80318 0.01
C -1.29120 -0.06664 -2.78359 0.00
C -2.33460 0.89697 -2.24893 0.01
Se -2.14501 1.37971 -0.36028 0.04
C -1.24930 3.09233 -0.57311 0.00
H -0.21494 1.67864 -5.00438 0.00
H 1.19769 2.49049 -4.30042 0.00
H -0.41133 2.83635 -3.65880 0.00
H -1.23635 -0.95413 -2.15320 0.00
H -1.55694 -0.38644 -3.79302 0.00
H -3.32282 0.44320 -2.34146 0.00
H -2.35604 1.82914 -2.81458 0.00
H -1.89485 3.77894 -1.11732 0.00
H -0.29119 2.94725 -1.06313 0.00
H -1.07639 3.46326 0.43503 0.00
Cl 7.05542 3.19568 1.46315 0.00
C 5.42096 2.76139 1.10918 0.01
C 4.81765 1.68248 1.75199 -0.01
Cl 5.71178 0.76701 2.91015 0.00
C 3.50597 1.34132 1.47079 -0.02
Cl 2.75123 -0.00252 2.25675 0.03
C 2.70969 2.05739 0.54025 0.01
O 1.49963 1.76364 0.27963 0.00
C 3.36578 3.14093 -0.10436 0.01
Cl 2.44605 4.02071 -1.27306 0.00
C 4.67830 3.48333 0.17386 0.00
Cl 5.41160 4.81783 -0.64234 0.00

---

Record 2
62
Properties=species:S:1:pos:R:3:mulliken_charge:R:1 method="wB97M-V/def2-TZVPD" orbital_gap_ev=6.0 e_lumo_ev=-16.152 homo_energy_ev=-22.15 charge=+4
Re -0.25280 -0.31900 -0.63032 1.97
C 3.23534 5.22047 -1.94856 -1.48
C 2.48077 4.20521 -1.23735 0.31
C 2.08860 4.40207 0.13654 -0.93
C 1.40174 3.45779 0.79698 -1.84
C 1.08542 2.11685 0.18321 1.71
N -0.29048 1.47262 0.36968 -0.86
C -1.38754 2.02958 0.81937 1.69
C -1.45326 3.45776 1.16582 -1.01
C -2.42278 3.96956 1.93399 -1.26
C -3.50239 3.12219 2.40076 0.46
C -4.53287 3.61259 3.27987 -1.35
C -3.57527 1.77414 1.88221 -0.50
C -2.65481 1.25334 1.04824 -0.02
C -2.97156 -0.08532 0.36685 0.58
O -2.10175 -0.26552 -0.70633 -0.52
C -2.75820 -1.27633 1.36037 0.68
F -3.28749 -1.03312 2.53925 -0.20
F -1.39300 -1.37175 1.52255 -0.23
F -3.18801 -2.40287 0.86672 -0.19
C -4.42555 -0.09845 -0.24574 0.70
F -5.31981 -0.27447 0.72112 -0.21
F -4.63305 1.08019 -0.83285 -0.22
F -4.51137 -1.06190 -1.12688 -0.18
C 1.34850 2.04490 -1.32083 0.34
C 2.05726 3.01111 -1.92872 -0.39
C 0.67324 0.90568 -2.06203 0.15
O 1.03698 -1.11626 0.03853 -0.48
C 1.65369 0.03973 -2.90597 0.45
F 1.07077 -1.14563 -3.12396 -0.26
F 1.98197 0.59124 -4.05365 -0.20
F 2.77226 -0.16667 -2.19280 -0.19
C -0.43726 1.51253 -2.97602 0.57
F 0.04542 2.35237 -3.86644 -0.21
F -1.11473 0.54624 -3.56543 -0.22
F -1.29515 2.21519 -2.18168 -0.19
H 3.81351 5.87676 -1.29750 0.46
H 2.45032 5.87142 -2.40157 0.39
H 3.81402 4.83246 -2.78707 0.47
H 2.40863 5.30398 0.64612 0.58
H 1.21906 3.54105 1.86321 0.93
H -0.70558 4.12941 0.77498 0.75
H -2.43213 5.02179 2.19237 0.48
H -4.47967 4.67144 3.51240 0.43
H -4.45575 3.01429 4.21741 0.43
H -5.53272 3.31163 2.92352 0.44
H -4.46521 1.20461 2.12220 0.72
H 2.26719 2.94746 -2.99161 0.72
O 1.90683 1.24889 1.01379 -0.45
S 3.45999 0.83719 0.55540 0.58
C 4.53841 1.85651 1.60912 -0.68
C 5.53381 0.84791 2.19189 -0.71
C 4.71813 -0.36371 2.63374 -0.73
C 3.72954 -0.70430 1.51693 -0.52
H 3.89414 2.28740 2.37942 0.36
H 4.98560 2.63131 0.98857 0.50
H 6.03631 1.32232 3.03494 0.39
H 6.29750 0.58592 1.45908 0.38
H 4.18411 -0.16412 3.56152 0.34
H 5.36366 -1.22648 2.79364 0.37
H 2.74560 -1.04111 1.84018 0.37
H 4.11316 -1.40240 0.76974 0.54

---

Record 3
49
Properties=species:S:1:pos:R:3:mulliken_charge:R:1 method="wB97M-V/def2-TZVPD" orbital_gap_ev=1.6 e_lumo_ev=-14.567 homo_energy_ev=-16.16 charge=+3
In 4.80204 22.89338 -13.21962 1.07
F 4.59730 20.32106 -12.07938 -0.26
C 3.96754 19.15591 -11.80265 0.47
C 3.56187 18.29743 -12.83450 -0.38
C 2.99380 17.09048 -12.50341 -0.42
C 2.83564 16.70352 -11.15188 -0.53
C 3.22311 17.59350 -10.15604 -0.53
C 3.75194 18.83304 -10.47009 -0.25
H 3.70045 18.59121 -13.86786 0.46
H 2.77735 16.43229 -13.33431 0.44
H 2.36252 15.74349 -10.99802 0.45
H 3.14217 17.36302 -9.10161 0.45
H 4.12813 19.50685 -9.70994 0.47
F 5.22693 25.78107 -12.41556 -0.18
C 6.01580 26.86280 -12.56712 0.58
C 6.49074 27.47398 -11.38032 -0.36
C 7.33804 28.56756 -11.51167 -0.42
C 7.63242 29.03638 -12.79670 -0.33
C 7.18400 28.40003 -13.96079 -0.34
C 6.38107 27.26803 -13.83240 -0.43
H 6.20749 27.20149 -10.37433 0.40
H 7.62934 29.01816 -10.57499 0.41
H 8.15564 29.97796 -12.92630 0.40
H 7.38703 28.79844 -14.94306 0.42
H 5.98430 26.81934 -14.73346 0.39
F 2.24842 22.23167 -11.99271 -0.19
C 1.15796 21.97511 -11.26472 0.45
C 0.03556 21.45474 -11.93211 -0.22
C -1.10356 21.15398 -11.23496 -0.57
C -1.13641 21.45534 -9.86949 -0.30
C -0.01256 21.92989 -9.17213 -0.60
C 1.15468 22.16534 -9.89442 -0.22
H 0.05841 21.26919 -13.00097 0.40
H -1.94685 20.72790 -11.75682 0.46
H -2.06178 21.37392 -9.30971 0.42
H 0.03983 22.14652 -8.11605 0.44
H 2.03444 22.71270 -9.56090 0.40
F 7.23490 21.32560 -12.67861 -0.15
C 8.16067 20.47337 -12.23837 0.62
C 9.36476 21.01544 -11.71804 -0.38
C 10.31929 20.17696 -11.22791 -0.48
C 10.15870 18.78256 -11.30366 -0.39
C 8.99659 18.25460 -11.88737 -0.45
C 7.98787 19.09742 -12.32105 -0.29
H 9.48950 22.08904 -11.78478 0.41
H 11.26008 20.61850 -10.92362 0.39
H 10.84850 18.09940 -10.82567 0.43
H 8.85274 17.18710 -11.97327 0.42
H 7.05937 18.67308 -12.68299 0.41

---

Record 4
68
Properties=species:S:1:pos:R:3:mulliken_spin:R:1 method="wB97M-V/def2-TZVPD" orbital_gap_ev="6.7 / 5.6" spin_multiplicity=5 e_lumo_ev="4.109 / 2.733" s2=6.053 homo_energy_ev="-2.55 / -2.89" charge=-2
Ir -1.06759 -1.17537 -2.02468 1.28
Se -1.97094 -4.93864 -6.32165 0.87
Sb -1.01575 -2.67981 -5.58546 0.09
Se -0.55623 -0.21821 -4.04122 0.82
Se -0.85172 -3.29705 -3.01488 0.34
Se 0.94014 -3.42643 -6.80309 0.44
N 3.88631 -3.53711 -1.19607 0.00
C 2.68892 -2.88299 -1.07951 0.00
N 2.39558 -2.16399 -2.12093 0.00
C 3.44448 -2.35735 -2.99980 -0.01
C 3.61567 -1.87408 -4.29492 0.00
C 4.74708 -2.26415 -4.98459 0.00
C 5.70159 -3.11246 -4.40306 0.00
C 5.54632 -3.60644 -3.12082 0.00
C 4.40057 -3.21916 -2.43670 0.00
H 4.27770 -4.16010 -0.51479 0.00
H 2.06982 -2.99008 -0.20026 0.00
H 2.86515 -1.23362 -4.73965 0.00
H 4.88458 -1.93829 -6.00764 0.01
H 6.57396 -3.39738 -4.97882 0.00
H 6.28162 -4.27132 -2.68350 0.00
C -2.86396 3.72715 4.20560 0.00
C -1.82820 2.67331 4.50400 0.00
C -1.80987 2.11080 5.77359 0.00
C -0.91615 1.09162 6.06792 0.00
C -0.03704 0.65940 5.10192 0.00
C -0.02446 1.22105 3.81495 0.00
N 0.92047 0.65789 2.95124 0.00
C 1.27225 1.07344 1.66145 0.00
C 1.85083 2.33054 1.46810 0.00
C 2.21873 2.74994 0.20398 0.00
C 2.04424 1.90758 -0.88778 0.01
C 1.51228 0.64543 -0.69494 0.04
C 1.13246 0.20827 0.57129 0.02
C 0.59939 -1.19743 0.75498 0.01
O 0.94959 -1.82585 1.76408 0.00
O -0.14279 -1.68542 -0.15850 0.08
C -0.94218 2.24349 3.50200 0.00
C -1.06513 2.84412 2.12669 0.00
H -3.42791 3.96682 5.10802 0.00
H -3.57098 3.38785 3.44535 0.00
H -2.41580 4.65020 3.83090 0.00
H -2.51719 2.45481 6.51947 0.00
H -0.90108 0.63917 7.05280 0.00
H 0.66602 -0.13759 5.31538 0.00
H 0.97294 -0.35381 3.02626 0.00
H 1.98614 2.97353 2.32959 0.00
H 2.65119 3.73512 0.07086 0.00
H 2.32019 2.23155 -1.88355 0.00
H 1.39107 -0.03378 -1.52954 -0.06
H -0.34856 3.65357 1.96308 0.00
H -2.06290 3.24090 1.96662 0.00
H -0.90688 2.10951 1.34236 0.00
F -2.26981 -3.12294 0.17763 0.00
C -3.15290 -2.16135 0.09374 0.00
F -4.02273 -2.26983 1.10236 0.00
F -3.82822 -2.27533 -1.04242 0.00
S -2.64680 -0.23761 0.33794 0.03
O -1.67737 0.43149 -0.54105 0.03
O -2.38721 -0.14537 1.73763 0.00
N -4.10135 0.14272 -0.12457 0.00
S -4.57475 1.63515 -0.24436 0.00
O -3.73846 2.58270 0.43236 0.00
O -5.99069 1.70314 -0.04841 0.00
C -4.33241 2.03936 -2.06090 0.00
F -4.17409 0.94504 -2.79849 0.00
F -5.40169 2.70238 -2.52858 0.00
F -3.26546 2.82128 -2.22899 0.00

---

no.,molar mass (g mol⁻¹)
1,774.558
2,816.678
3,499.234
4,1268.385